{
  "formula": "C19H30N4O4S",
  "method": "the ωB97M-V functional and the def2-TZVPD basis",
  "e_tot_ha": -1660.20424,
  "largest_force_ev_per_a": 0.13,
  "smiles": "Cc1cc(C(=O)N2CCCN(CCNC(=O)[C@@H]3CCS(=O)(=O)C3)CC2)[nH]c1C",
  "orbital_gap_ha": 0.30953,
  "lumo_energy_ev": 0.5,
  "species": ["C", "C", "C", "C", "C", "O", "N", "C", "C", "C", "N", "C", "C", "N", "C", "O", "C", "C", "C", "S", "O", "O", "C", "C", "C", "N", "C", "C", "H", "H", "H", "H", "H", "H", "H", "H", "H", "H", "H", "H", "H", "H", "H", "H", "H", "H", "H", "H", "H", "H", "H", "H", "H", "H", "H", "H", "H", "H"],
  "positions_angstrom": [[-2.27729, 4.39114, 1.20297], [-0.96144, 3.91701, 1.73950], [-0.29031, 2.72707, 1.36690], [0.88069, 2.64928, 2.09912], [1.99969, 1.70585, 2.32568], [2.71355, 1.89236, 3.31099], [2.22391, 0.67243, 1.46819], [3.17287, -0.35844, 1.84934], [2.51138, -1.71826, 2.07104], [1.93860, -2.33919, 0.79127], [0.59172, -1.93546, 0.38482], [-0.46352, -2.75645, 0.96382], [-1.76972, -2.59562, 0.19173], [-1.46605, -2.70347, -1.22131], [-2.43162, -2.65699, -2.16208], [-3.62007, -2.65611, -1.89180], [-1.98502, -2.59674, -3.62421], [-0.64485, -3.27870, -3.97551], [0.51671, -2.30159, -3.76087], [-0.18478, -0.64429, -3.86825], [-0.07280, -0.01895, -2.57132], [0.31208, 0.03726, -5.03298], [-1.88591, -1.15349, -4.12753], [0.26597, -0.51214, 0.51584], [1.44455, 0.42195, 0.26971], [0.91329, 3.76033, 2.89863], [-0.18246, 4.53556, 2.69716], [-0.39016, 5.81018, 3.44166], [-2.32485, 5.47967, 1.15483], [-2.43840, 4.01407, 0.19289], [-3.11497, 4.05228, 1.81687], [-0.66528, 2.01845, 0.64840], [3.92668, -0.45391, 1.05876], [3.67328, -0.02020, 2.75173], [3.27731, -2.39315, 2.46217], [1.74064, -1.63731, 2.84313], [2.63559, -2.12940, -0.02756], [1.91664, -3.42535, 0.89047], [-0.14988, -3.80064, 0.90556], [-0.64893, -2.51972, 2.02322], [-2.47458, -3.37501, 0.47977], [-2.25051, -1.63758, 0.40758], [-0.51103, -2.45553, -1.44068], [-2.79398, -3.09227, -4.15884], [-0.50468, -4.19017, -3.39630], [-0.67815, -3.56213, -5.02789], [0.98096, -2.37551, -2.77731], [1.28890, -2.37517, -4.52253], [-2.06275, -1.09223, -5.20042], [-2.53443, -0.45283, -3.60524], [-0.51913, -0.27825, -0.20452], [-0.13297, -0.29281, 1.51924], [1.09665, 1.36788, -0.13209], [2.10560, 0.00336, -0.49212], [1.65233, 3.89065, 3.57123], [-1.30595, 6.29462, 3.10893], [-0.47851, 5.63702, 4.51625], [0.43541, 6.50662, 3.28197]]
}

---

{
  "formula": "C19H31AsAuIO7S",
  "method": "the ωB97M-V functional and the def2-TZVPD basis",
  "e_tot_ha": -4336.68100,
  "largest_force_ev_per_a": 0.65,
  "total_charge": -2,
  "orbital_gap_ha": 0.19290,
  "lumo_energy_ev": 4.3,
  "species": ["Au", "C", "C", "As", "C", "C", "C", "C", "H", "H", "H", "H", "H", "H", "H", "H", "H", "H", "H", "H", "H", "H", "H", "I", "C", "H", "H", "C", "C", "C", "C", "C", "C", "C", "C", "C", "C", "O", "O", "H", "H", "H", "H", "H", "H", "H", "H", "H", "H", "H", "O", "S", "O", "O", "O", "C", "C", "O", "H", "H", "H"],
  "positions_angstrom": [[1.08885, 0.70721, 1.00598], [1.81091, 5.82012, -0.37796], [1.34259, 4.85428, -1.46249], [0.91707, 3.09060, -0.63286], [0.48557, 2.05262, -2.26245], [-0.16571, 2.75291, -3.44966], [-0.92394, 3.48791, -0.00132], [-1.76340, 4.56704, -0.67484], [2.11622, 6.78912, -0.78680], [2.65876, 5.39742, 0.16415], [1.02072, 6.00263, 0.35664], [2.15377, 4.64982, -2.16563], [0.49940, 5.26540, -2.02109], [-0.13401, 1.22566, -1.90295], [1.43690, 1.61453, -2.56615], [-1.17408, 3.09897, -3.21978], [-0.24577, 2.06827, -4.30014], [0.41615, 3.61664, -3.78004], [-0.81434, 3.72580, 1.06019], [-1.42740, 2.51768, -0.02900], [-1.25738, 5.53570, -0.66948], [-2.71719, 4.69762, -0.15252], [-1.99228, 4.32727, -1.71300], [0.80303, 0.49786, 4.59539], [0.20416, 1.50201, 2.74015], [0.49576, 2.53187, 2.93958], [-0.88078, 1.42037, 2.76437], [-3.59656, -7.01537, -0.00336], [-2.93556, -5.67081, 0.16703], [-1.62256, -5.56285, 0.59071], [-0.98802, -4.32572, 0.74026], [0.44517, -4.33943, 1.21205], [-1.68513, -3.14973, 0.43434], [-3.03411, -3.24440, 0.05199], [-3.90221, -2.03100, -0.17484], [-3.63315, -4.49544, -0.07584], [-0.95225, -1.77451, 0.47080], [-1.33388, -0.92894, -0.36429], [-0.04458, -1.67387, 1.32142], [-2.85158, -7.80627, -0.10650], [-4.23211, -7.03246, -0.89134], [-4.22712, -7.26573, 0.85501], [-1.05931, -6.46626, 0.81028], [0.78592, -5.37357, 1.31324], [0.54468, -3.82172, 2.16404], [1.09931, -3.80686, 0.52213], [-3.45597, -1.36576, -0.90901], [-3.99208, -1.45040, 0.74595], [-4.90214, -2.34051, -0.48994], [-4.67484, -4.54770, -0.38334], [3.87284, 1.97872, -1.35311], [3.90845, 0.56290, -1.10260], [4.62261, -0.23075, -2.06537], [2.64834, -0.03601, -0.66832], [4.89259, 0.34871, 0.25145], [4.56085, -0.56243, 2.40772], [4.36307, 0.60769, 1.48709], [3.70446, 1.56909, 1.74445], [5.53487, -1.02875, 2.27251], [3.78484, -1.27972, 2.12766], [4.40160, -0.25747, 3.43942]]
}

---

{
  "formula": "C19H31AuN9OPSeSi",
  "method": "the ωB97M-V functional and the def2-TZVPD basis",
  "e_tot_ha": -4478.18478,
  "largest_force_ev_per_a": 1.09,
  "total_charge": 2,
  "multiplicity": 3,
  "orbital_gap_ha": [0.31653, 0.24221],
  "lumo_energy_ev": [-4.4, -6.9],
  "s_squared": 2.01,
  "species": ["Au", "C", "N", "C", "C", "N", "C", "P", "C", "N", "C", "C", "N", "C", "C", "N", "C", "C", "N", "C", "H", "H", "H", "H", "H", "H", "H", "H", "H", "H", "H", "H", "H", "H", "H", "C", "Si", "C", "C", "Se", "H", "H", "H", "H", "H", "H", "H", "H", "H", "C", "N", "C", "C", "O", "N", "C", "N", "H", "H", "H", "H", "H", "H", "H"],
  "positions_angstrom": [[0.03512, -0.10461, -0.24515], [0.77373, 0.98350, 5.20562], [0.68148, 0.15692, 4.01061], [0.92014, -1.18363, 3.94283], [0.73530, -1.54551, 2.63824], [0.38963, -0.44364, 1.92083], [0.36012, 0.58289, 2.76263], [-0.05688, 2.32641, 2.41156], [-1.59368, 2.04466, 1.46813], [-1.81214, 1.11712, 0.54861], [-3.08693, 1.29155, 0.10573], [-3.65518, 2.34062, 0.77575], [-2.70722, 2.80758, 1.63515], [-2.85309, 3.92417, 2.55587], [1.08971, 2.56788, 1.01273], [1.30681, 1.73443, 0.00516], [2.27538, 2.28199, -0.77412], [2.65561, 3.47740, -0.22828], [1.90381, 3.64893, 0.89624], [1.93896, 4.78937, 1.79830], [1.05246, 0.35510, 6.04614], [-0.18289, 1.45677, 5.41812], [1.52955, 1.75558, 5.07456], [1.19571, -1.76897, 4.80242], [0.82967, -2.51697, 2.18598], [-3.51585, 0.65726, -0.65126], [-4.63741, 2.77385, 0.70159], [-3.87178, 4.29746, 2.50926], [-2.17166, 4.73118, 2.29086], [-2.64260, 3.60825, 3.57572], [2.64839, 1.77371, -1.64639], [3.38658, 4.19729, -0.55251], [2.68078, 5.50219, 1.45077], [2.20272, 4.47174, 2.80539], [0.96752, 5.28016, 1.82724], [0.80503, 1.51687, -5.51532], [-0.98914, 1.27308, -5.05560], [-2.00146, 2.79769, -4.67221], [-1.92325, -0.15681, -5.81307], [-0.61793, 0.19543, -2.66623], [0.89470, 1.80293, -6.56614], [1.37466, 0.59905, -5.36826], [1.26094, 2.30289, -4.91412], [-2.31073, 3.27293, -5.60696], [-1.43194, 3.52887, -4.09981], [-2.90367, 2.54681, -4.11460], [-2.17742, 0.06068, -6.85327], [-2.85076, -0.34366, -5.27220], [-1.32858, -1.06966, -5.79415], [0.06815, -5.82989, -1.31804], [0.43010, -4.43016, -1.19528], [1.73806, -3.90185, -1.53521], [1.56124, -2.42130, -1.22670], [2.32825, -1.51476, -1.44514], [0.30828, -2.26847, -0.64922], [-0.30707, -3.45791, -0.65692], [-1.52371, -3.64024, -0.15123], [0.74037, -6.30290, -2.02867], [-0.94450, -5.92719, -1.71062], [0.14784, -6.35261, -0.36280], [1.99440, -4.06856, -2.58172], [2.51794, -4.33926, -0.90644], [-2.04632, -2.83380, 0.14507], [-1.99572, -4.52383, -0.23169]]
}

---

{
  "formula": "C19H31ClN2OPd",
  "method": "the ωB97M-V functional and the def2-TZVPD basis",
  "e_tot_ha": -1514.59266,
  "largest_force_ev_per_a": 1.80,
  "total_charge": 2,
  "multiplicity": 5,
  "orbital_gap_ha": [0.34585, 0.17401],
  "lumo_energy_ev": [-5.3, -10.0],
  "s_squared": 6.02,
  "species": ["C", "C", "C", "C", "Cl", "H", "H", "H", "H", "H", "H", "H", "H", "H", "C", "C", "C", "H", "C", "C", "H", "H", "H", "H", "C", "C", "C", "H", "C", "C", "H", "H", "H", "H", "Pd", "C", "N", "C", "C", "O", "N", "C", "C", "H", "H", "H", "H", "H", "H", "H", "H", "H", "H", "H", "H"],
  "positions_angstrom": [[0.17249, 0.68066, -6.59236], [1.55512, 1.23657, -6.93585], [-0.05358, -0.67211, -7.26877], [-0.92453, 1.67288, -6.98096], [0.09592, 0.42814, -4.77817], [-0.01435, -0.56195, -8.34979], [-1.03723, -1.08259, -7.00244], [0.72041, -1.39238, -6.97031], [1.63816, 1.39895, -8.00781], [2.34457, 0.53446, -6.63446], [1.72679, 2.19691, -6.43046], [-0.90944, 1.84698, -8.05430], [-0.77597, 2.63743, -6.47644], [-1.91628, 1.28432, -6.71198], [1.61460, -1.42678, 1.40251], [0.92548, -2.33522, 0.53736], [1.23721, -1.93991, -0.80747], [0.36362, -3.22148, 0.87218], [2.10164, -0.78476, -0.75123], [2.33312, -0.46550, 0.62377], [2.98428, 0.31807, 1.03102], [1.70113, -1.56507, 2.46103], [0.95260, -2.49161, -1.70673], [2.57497, -0.30007, -1.61486], [-2.20233, 1.00005, 0.83618], [-2.13567, -0.21799, 1.59572], [-2.17030, -1.32428, 0.67978], [-2.23293, -0.30430, 2.66241], [-2.29431, -0.77099, -0.64488], [-2.30517, 0.66200, -0.53960], [-2.45936, 1.38425, -1.36191], [-2.22047, 2.00942, 1.26055], [-2.21339, -2.38463, 0.97493], [-2.47415, -1.34860, -1.55807], [-0.10988, -0.28541, -0.04212], [-1.37098, 2.04395, 3.61913], [-0.88647, 0.81861, 4.26115], [-0.89469, 0.81977, 5.70600], [0.01375, 0.04493, 3.62721], [-0.07519, -0.07328, 2.41029], [1.01135, -0.70033, 4.26015], [0.74511, -1.66179, 5.30216], [2.26316, 0.00890, 4.23481], [-1.26983, 2.86412, 4.32520], [-2.44599, 1.90591, 3.39292], [-0.83926, 2.25929, 2.67134], [-1.33600, -0.12650, 6.04137], [0.14018, 0.90606, 6.07410], [-1.48711, 1.66673, 6.00857], [1.41349, -2.51892, 5.13132], [0.95266, -1.22794, 6.29612], [-0.29763, -2.02081, 5.26131], [3.06403, -0.70438, 4.01352], [2.25605, 0.77923, 3.43837], [2.45061, 0.50103, 5.20854]]
}